[1]
A molecular structure, C50H42Cl3N3O5PS3Tl. Source: OMol25; level of theory: the ωB97M-V functional and the def2-TZVPD basis.

XYZ file:
```
108
Properties=species:S:1:pos:R:3:forces:R:3:lowdin_charge:R:1
Tl -0.527217 1.226380 0.956472 0.064 -0.110 0.200 0.699
O -5.976084 -1.994663 -0.749323 0.063 -0.134 -0.017 0.035
C -4.922326 -1.340891 -0.160954 0.161 0.234 0.149 -0.296
C -4.937379 0.036046 0.011502 -0.079 -0.055 -0.072 0.042
C -3.832386 0.641652 0.586787 -0.064 0.088 0.014 -0.181
N -2.774757 -0.063489 0.962567 0.074 0.048 0.166 0.072
C -2.771031 -1.387393 0.853186 0.051 -0.040 -0.012 -0.175
C -3.835232 -2.075456 0.290337 -0.124 -0.149 -0.121 0.054
C -1.527876 -2.117906 1.405985 0.095 -0.021 0.056 -0.675
O -1.620251 -3.347780 1.535211 -0.082 -0.061 -0.128 -0.031
O -0.546726 -1.379439 1.684167 -0.019 0.027 -0.054 -0.188
C -3.796517 2.163277 0.858050 0.002 0.026 0.059 -0.669
O -4.855089 2.777035 0.641993 -0.002 -0.052 -0.088 -0.040
O -2.704968 2.605054 1.296381 -0.062 0.037 -0.219 -0.171
H -6.594684 -1.325616 -1.056269 -0.033 0.045 0.017 0.091
H -5.779292 0.651084 -0.284544 0.010 0.046 0.020 0.114
H -3.806067 -3.151880 0.200648 0.060 -0.010 0.063 0.119
Cl 2.923260 1.831369 0.524024 -0.044 0.448 -0.141 0.546
C 3.106229 1.835588 -1.235827 0.223 0.024 0.382 -0.908
Cl 2.374757 0.422498 -2.008603 -0.309 0.265 -0.488 0.606
H 4.167004 1.847162 -1.472159 -0.037 -0.037 -0.041 0.033
H 2.592442 2.714489 -1.602672 0.002 0.093 -0.082 -0.004
Cl 0.521974 -2.359676 -1.405023 -0.276 0.060 -0.038 0.719
C 1.749274 -3.490717 -0.990058 0.499 -0.147 0.285 -0.631
C 1.654853 -4.789655 -1.481256 -0.137 0.018 -0.144 -0.111
C 2.652649 -5.706880 -1.215047 -0.019 -0.031 0.010 -0.101
C 3.751292 -5.332393 -0.454628 0.174 0.019 0.044 -0.092
C 3.835660 -4.044156 0.041197 -0.150 -0.097 -0.104 -0.089
C 2.835624 -3.102574 -0.200758 -0.205 0.131 -0.185 -0.359
P 2.948261 -1.378585 0.500280 0.415 -0.782 0.410 1.066
C 4.621236 -0.987953 -0.183541 -0.092 0.089 -0.080 -0.411
C 4.953623 -1.387654 -1.479441 0.073 0.016 0.158 -0.134
C 6.091369 -0.910592 -2.110146 -0.003 -0.009 -0.076 -0.095
C 6.923554 -0.013039 -1.456074 0.026 -0.012 -0.018 -0.114
C 6.616848 0.379886 -0.160606 0.073 0.071 0.031 -0.097
C 5.476617 -0.097144 0.469153 -0.005 -0.121 -0.044 -0.148
C 3.385443 -1.909711 2.210136 -0.021 0.135 0.036 -0.350
C 4.660332 -2.228942 2.673506 -0.026 -0.001 0.064 -0.124
C 4.837548 -2.696036 3.967096 0.130 -0.044 -0.041 -0.104
C 3.747720 -2.842970 4.810862 -0.036 -0.002 0.058 -0.105
C 2.479212 -2.508613 4.362684 0.027 -0.084 0.085 -0.068
C 2.294794 -2.044796 3.070156 -0.011 0.087 -0.119 -0.061
H 0.796091 -5.066178 -2.077649 -0.039 0.021 0.012 0.101
H 2.572346 -6.716197 -1.599458 -0.021 -0.001 -0.010 0.095
H 4.545538 -6.039732 -0.248630 -0.016 -0.027 -0.002 0.094
H 4.696369 -3.749241 0.626034 -0.010 -0.043 0.042 0.097
H 4.292905 -2.068238 -1.999017 0.030 -0.002 -0.080 0.077
H 6.315728 -1.227202 -3.122705 -0.004 0.010 0.005 0.094
H 7.801739 0.379928 -1.954657 0.018 -0.015 0.022 0.089
H 7.263934 1.076177 0.359792 -0.008 0.000 0.016 0.098
H 5.244181 0.221649 1.476985 -0.020 0.077 -0.007 0.093
H 5.523884 -2.120389 2.028824 0.003 -0.008 0.003 0.088
H 5.833032 -2.956525 4.310508 -0.009 0.035 0.018 0.091
H 3.890186 -3.214749 5.818629 -0.004 0.041 0.021 0.092
H 1.626951 -2.611323 5.020868 -0.041 0.031 -0.006 0.107
H 1.300790 -1.803057 2.703837 -0.113 0.023 0.046 0.081
S -1.144160 2.729350 -1.847372 0.122 -0.210 -0.545 0.717
C -0.252863 2.368672 -3.195749 -0.342 1.744 0.991 -0.719
N 0.549130 3.320195 -3.788721 -0.044 -0.378 0.001 -0.122
C 1.600932 2.884957 -4.679247 -0.043 -0.250 -0.235 -0.146
C 1.011627 1.900074 -5.667326 0.100 0.303 0.040 -0.132
N 0.374704 0.807320 -4.968593 -0.319 0.452 0.357 -0.119
C 0.227760 -0.419734 -5.737606 0.157 -0.047 0.065 -0.151
C 1.546776 -1.140738 -5.845509 0.001 0.058 -0.110 -0.204
C 2.334514 -1.041466 -6.987144 0.043 -0.045 0.058 -0.067
C 3.578068 -1.657359 -7.037736 0.036 -0.010 -0.016 -0.100
C 4.025764 -2.400972 -5.957145 0.080 0.008 -0.049 -0.098
C 3.234935 -2.520736 -4.821879 0.011 -0.021 0.034 -0.071
C 2.006579 -1.883644 -4.760035 -0.009 0.032 -0.021 -0.032
C -0.358342 1.045761 -3.833378 -0.172 -1.785 -0.594 -0.741
S -1.338037 -0.127767 -3.185511 0.179 0.345 0.023 0.693
C 0.540137 4.716368 -3.363115 0.023 -0.018 0.032 -0.149
C 1.632369 5.070991 -2.378646 -0.052 -0.090 0.064 -0.219
C 1.366296 5.068690 -1.009961 0.036 -0.060 -0.016 -0.038
C 2.387859 5.266752 -0.092771 0.005 0.036 0.079 -0.075
C 3.684945 5.481849 -0.535917 0.040 -0.010 -0.029 -0.095
C 3.951300 5.529963 -1.897172 0.041 0.036 -0.033 -0.100
C 2.927625 5.337252 -2.814347 0.005 -0.078 0.028 -0.071
H 2.423681 2.410288 -4.131739 0.028 0.070 -0.017 0.110
H 1.988365 3.748777 -5.220877 0.015 -0.002 0.038 0.118
H 1.795367 1.497700 -6.311262 0.000 -0.001 0.041 0.116
H 0.274931 2.429231 -6.292156 0.061 -0.089 -0.076 0.135
H -0.162312 -0.169221 -6.732128 -0.013 -0.020 0.036 0.129
H -0.489640 -1.038049 -5.202294 -0.074 0.034 -0.151 0.051
H 1.981046 -0.477468 -7.843808 -0.044 0.028 0.020 0.104
H 4.201634 -1.547848 -7.916733 -0.021 -0.041 -0.028 0.094
H 4.994717 -2.882624 -6.001006 0.001 -0.021 0.027 0.096
H 3.578666 -3.111834 -3.982235 -0.017 -0.002 0.036 0.099
H 1.395662 -1.952107 -3.866007 0.011 -0.019 -0.023 0.060
H -0.432137 4.893440 -2.907552 0.003 0.083 -0.080 0.082
H 0.640721 5.328255 -4.266801 0.013 -0.040 0.002 0.124
H 0.362554 4.865296 -0.662129 -0.015 -0.030 0.009 0.097
H 2.171102 5.221177 0.967155 -0.018 -0.074 0.015 0.106
H 4.491127 5.598459 0.177227 -0.018 0.021 0.023 0.101
H 4.959732 5.711749 -2.249544 0.010 0.003 0.013 0.094
H 3.147395 5.374700 -3.875854 -0.020 -0.006 -0.027 0.099
S 0.893000 2.730465 3.325387 -0.058 0.009 -0.224 0.369
C 1.927208 1.874086 4.435920 -0.172 0.359 -0.102 -0.764
C 1.404686 1.349620 5.629190 0.139 -0.114 0.077 -0.149
C 2.233706 0.811005 6.597672 -0.060 -0.049 -0.023 -0.133
C 3.607823 0.756820 6.399701 0.155 -0.093 0.146 -0.155
C 4.137109 1.231417 5.206934 0.053 -0.030 -0.049 -0.133
C 3.314327 1.780562 4.237668 0.004 -0.160 0.137 -0.159
H 0.334312 1.400184 5.780470 -0.009 0.011 0.006 0.087
H 1.805572 0.426842 7.518398 -0.004 0.006 -0.001 0.085
H 4.258929 0.344554 7.162044 -0.001 -0.040 -0.006 0.076
H 5.206742 1.171276 5.031948 0.013 0.008 -0.004 0.085
H 3.735097 2.165030 3.316779 -0.004 0.042 -0.016 0.059
```
Forces are in eV/Å.

## Properties
HOMO-LUMO gap: 4.44 eV
LUMO: 3.1799 eV
charge: -2
energy above the lowest of the compared OMol25 structures with the same formula, charge and spin: 1.065 eV
HOMO energy: -1.26 eV

[2]
A molecular structure, C50H42N2O3RuTe. Source: OMol25; level of theory: the ωB97M-V functional and the def2-TZVPD basis.

XYZ file:
```
99
Properties=species:S:1:pos:R:3:forces:R:3:mulliken_spin:R:1
Ru 0.130532 -0.394881 -0.431470 -0.733 1.450 1.301 1.187
O -1.264980 -1.711649 -1.060019 2.396 1.172 1.057 0.024
C -2.420326 -1.456272 -1.782665 -0.825 0.513 -0.657 0.007
C -2.434393 0.029903 -2.241549 0.079 -0.576 0.237 0.050
C -2.499764 0.962498 -1.079015 -0.178 0.310 -0.169 0.009
C -3.718652 1.435584 -0.619992 0.057 0.124 -0.129 -0.003
C -3.737894 2.373393 0.395332 0.064 0.037 0.066 0.001
C -2.539006 2.789398 0.942165 -0.052 0.133 -0.193 -0.001
C -1.352939 2.228559 0.493500 -0.056 0.268 -0.008 -0.008
C -0.074096 2.540707 1.184955 0.217 -0.442 0.171 0.014
C 0.211857 1.443961 2.255539 -0.341 0.493 0.118 0.009
O 0.587936 0.243695 1.608356 -0.834 -0.743 -2.117 -0.108
C 1.369240 1.861083 3.171861 0.169 -0.320 -0.205 -0.009
C 2.224115 2.920201 2.895824 -0.177 0.079 0.085 0.003
C 3.349289 3.134988 3.682526 0.082 0.063 -0.006 0.001
C 3.627400 2.299134 4.751626 0.007 -0.016 -0.043 -0.001
C 2.767214 1.246655 5.040123 -0.042 -0.061 0.010 0.001
C 1.648385 1.030436 4.255023 0.035 0.087 0.006 -0.004
C -1.043779 1.246412 3.110222 0.058 -0.134 -0.126 0.013
C -1.913392 0.196341 2.852791 0.079 0.033 -0.016 -0.008
C -3.103463 0.081429 3.556395 -0.048 -0.015 0.013 0.001
C -3.429659 1.013597 4.529349 -0.028 -0.034 -0.007 0.000
C -2.555442 2.057286 4.802545 -0.023 0.037 0.025 0.000
C -1.367038 2.172289 4.098305 -0.064 0.017 -0.097 0.001
N -1.335010 1.346847 -0.518043 -0.088 -1.712 0.491 -0.040
C -3.689426 -1.734270 -0.965637 0.274 -0.036 0.131 0.001
C -4.934682 -1.746954 -1.588177 0.053 0.043 0.028 0.001
C -6.088021 -1.925184 -0.841194 -0.007 0.024 -0.064 0.000
C -6.005529 -2.122066 0.530897 -0.021 0.008 0.068 0.000
C -4.765443 -2.146514 1.148882 -0.064 -0.031 -0.019 0.001
C -3.610940 -1.942468 0.403940 0.034 -0.052 -0.068 -0.005
C -2.406635 -2.395145 -2.998216 0.193 -0.021 0.156 -0.013
C -2.173951 -3.744732 -2.741615 0.006 -0.027 -0.044 0.001
C -2.148076 -4.666469 -3.774049 0.028 -0.021 0.096 0.000
C -2.359730 -4.253034 -5.082944 -0.041 0.061 -0.044 0.000
C -2.586905 -2.912663 -5.345270 0.004 -0.042 -0.061 0.000
C -2.607965 -1.985642 -4.309315 0.009 0.011 0.052 0.000
H -3.295749 0.203416 -2.882544 0.037 0.036 -0.055 -0.001
H -1.507615 0.187981 -2.800569 -0.068 0.142 -0.112 -0.015
H -4.636085 1.075403 -1.063815 0.027 -0.009 -0.058 0.000
H -4.673773 2.778407 0.756938 -0.012 -0.039 0.019 0.000
H -2.514884 3.518267 1.739385 0.038 -0.015 0.020 0.000
H -0.139974 3.518206 1.661234 -0.008 -0.015 -0.018 0.001
H 0.763847 2.517781 0.483480 -0.008 0.145 -0.031 0.000
H 2.020032 3.601043 2.078012 0.085 -0.077 -0.022 0.000
H 4.016279 3.955271 3.448716 -0.031 0.019 0.033 0.000
H 4.503605 2.470127 5.363098 0.003 -0.003 -0.012 0.000
H 2.971971 0.588765 5.874975 0.001 0.024 0.010 0.000
H 0.977701 0.209235 4.475411 0.027 -0.034 0.000 0.000
H -1.655685 -0.524625 2.087052 -0.006 0.012 0.061 0.002
H -3.782605 -0.732032 3.336949 0.043 0.042 0.034 0.000
H -4.358620 0.923699 5.077236 0.010 0.005 0.011 0.000
H -2.801890 2.779860 5.570045 0.021 0.006 -0.007 0.000
H -0.687653 2.989711 4.310519 0.001 -0.005 0.044 0.000
H -4.995783 -1.630541 -2.664328 -0.044 0.015 -0.007 0.000
H -7.053681 -1.921129 -1.330271 0.009 -0.021 -0.008 0.000
H -6.906685 -2.267219 1.112352 0.009 -0.024 -0.004 0.000
H -4.699081 -2.337293 2.212642 -0.002 -0.011 -0.031 0.000
H -2.636482 -1.967485 0.873795 -0.038 -0.032 0.009 0.001
H -2.014746 -4.060768 -1.717829 -0.006 -0.024 -0.014 -0.002
H -1.963323 -5.711024 -3.557733 -0.031 -0.006 -0.004 0.000
H -2.360329 -4.972498 -5.890892 0.039 -0.001 0.000 0.000
H -2.748126 -2.577877 -6.361957 -0.017 -0.013 0.003 0.000
H -2.789518 -0.947374 -4.553601 0.015 0.001 0.010 0.000
O 1.671117 0.875300 -1.826147 -0.298 -0.491 -0.174 0.044
N 1.728752 1.950827 -2.564560 -0.225 0.264 -0.064 -0.003
C 0.723212 2.849271 -2.573650 -0.101 0.048 -0.010 0.002
C 0.811928 4.000310 -3.325192 0.117 0.059 -0.073 -0.003
C 1.945435 4.247028 -4.084271 0.001 -0.070 0.036 0.003
C 2.968031 3.310105 -4.061926 -0.109 0.097 -0.027 -0.001
C 2.837768 2.170645 -3.300577 0.137 -0.053 0.049 0.005
H -0.129872 2.590569 -1.966274 0.066 -0.046 -0.001 0.005
H -0.009313 4.702354 -3.307374 -0.031 -0.037 0.019 0.000
H 2.028941 5.144956 -4.679170 0.009 0.002 0.003 0.000
H 3.871509 3.455662 -4.635883 0.017 -0.038 0.017 0.000
H 3.592349 1.403029 -3.228678 -0.041 -0.034 0.033 0.001
Te 3.010575 0.239028 0.843930 1.365 -0.418 0.678 -0.159
C 5.093458 -0.233822 0.531778 -0.462 0.147 -0.831 0.004
C 5.994396 -0.239837 1.587020 -0.211 0.011 0.169 0.003
C 7.351518 -0.405247 1.342592 0.044 -0.021 -0.015 0.000
C 7.815740 -0.548959 0.043568 0.033 -0.018 0.035 -0.001
C 6.921644 -0.535031 -1.017955 -0.055 -0.037 -0.046 -0.001
C 5.565333 -0.379502 -0.773440 0.117 -0.023 0.084 -0.007
C 2.196441 -1.622650 0.213654 -0.465 0.341 0.389 -0.005
C 1.683764 -2.469378 1.213193 -0.160 -0.408 -0.051 0.005
C 1.105338 -3.679616 0.872476 0.114 0.142 0.168 0.008
C 1.028021 -4.066244 -0.461745 0.059 0.046 -0.184 -0.001
C 1.530111 -3.244509 -1.452938 0.006 -0.201 -0.033 0.007
C 2.106351 -2.013040 -1.129380 -0.136 -0.254 -0.079 -0.018
H 5.638168 -0.115065 2.603986 0.017 -0.011 -0.010 0.001
H 8.047635 -0.422612 2.171208 -0.005 0.015 -0.003 0.000
H 8.874452 -0.673969 -0.142387 -0.005 0.013 0.007 0.000
H 7.280076 -0.636812 -2.034874 0.011 -0.030 0.021 0.000
H 4.867089 -0.366610 -1.603128 0.028 0.014 -0.018 0.001
H 1.756972 -2.172361 2.250170 -0.042 0.038 -0.009 -0.003
H 0.723101 -4.327662 1.650298 -0.013 0.007 -0.004 0.000
H 0.574988 -5.013056 -0.724197 0.006 -0.003 -0.013 0.000
H 1.475163 -3.553442 -2.488628 -0.016 0.036 -0.010 0.002
H 2.539865 -1.403454 -1.910758 -0.087 0.110 0.035 0.005
```
Forces are in eV/Å.

## Properties
HOMO-LUMO gap (alpha / beta): 4.87 / 6.41 eV
LUMO (alpha / beta): -4.8636 / -3.7053 eV
charge: +1
<S²>: 0.924
energy above the lowest of the compared OMol25 structures with the same formula, charge and spin: 1.972 eV
2S+1: 2
HOMO energy (alpha / beta): -9.74 / -10.12 eV